No. 1
{
  "formula": "C12H25MoO4P",
  "method": "ωB97M-V/def2-TZVPD",
  "orbital_gap_ev": [6.48, 4.95],
  "homo_ev": [-25.53, -25.69],
  "mol_weight_g_mol": 360.24,
  "spin_multiplicity": 3,
  "total_energy_ev": -32127.972,
  "charge": 4,
  "s_squared": 2.32,
  "symbols": ["Mo", "C", "O", "C", "O", "C", "O", "C", "P", "H", "H", "C", "H", "C", "H", "H", "H", "C", "H", "C", "H", "H", "C", "H", "H", "H", "C", "H", "H", "H", "C", "H", "H", "H", "C", "H", "H", "H", "H", "H", "O", "H", "H"],
  "positions_angstrom": [[0.015194, -0.325235, 1.787829], [-1.850302, -0.866064, 2.281700], [-2.985548, -1.104097, 2.429991], [-0.344443, 1.587474, 2.182118], [-0.530368, 2.713225, 2.463209], [1.828323, -0.193462, 2.644742], [2.891525, -0.052444, 3.120819], [-1.553550, 1.112077, -1.236167], [-0.084859, 0.364873, -0.396633], [0.525377, -1.417124, -1.848643], [-2.398572, 0.453805, -0.960507], [1.418464, 1.054594, -1.232251], [1.151010, 1.013415, -2.300805], [-1.324192, 1.086656, -2.754830], [-1.093155, 0.087577, -3.141716], [-0.509774, 1.773573, -3.021437], [-2.229495, 1.440610, -3.264557], [-1.905963, 2.535577, -0.780042], [-1.078128, 3.226731, -0.977208], [0.779344, -2.261097, 0.152199], [-2.159764, 2.590317, 0.284443], [-2.773245, 2.878477, -1.364157], [-1.427444, -1.992315, -1.130206], [0.464964, -2.203744, 1.241861], [0.577947, -3.311445, -0.108612], [1.865143, -2.102015, 0.098268], [-0.020719, -1.422064, -0.885489], [-1.355225, -3.083542, -1.193110], [-1.842708, -1.623252, -2.071963], [-2.115985, -1.747485, -0.310103], [2.673671, 0.201544, -1.041787], [3.001760, 0.179300, 0.007454], [3.469969, 0.642723, -1.657128], [2.542941, -0.825365, -1.397362], [1.659992, 2.516290, -0.856450], [1.824260, 2.641420, 0.221024], [0.833643, 3.167902, -1.151285], [2.548935, 2.867810, -1.395795], [-0.412302, -4.475529, 1.292975], [-0.322472, -4.073724, 1.932769], [-0.280789, -1.023109, 4.602489], [0.341657, -1.771895, 4.720878], [0.184869, -0.260976, 5.013495]],
  "forces_ev_per_a": [[0.7, -2.6, 0.2], [-8.9, -1.4, 1.7], [6.2, 1.1, -0.7], [-1.4, 7.5, 2.5], [1.0, -6.0, -1.6], [8.2, 1.7, 4.1], [-6.0, -1.0, -2.7], [-0.9, 2.8, -1.6], [-0.2, -1.0, -2.3], [0.0, -0.1, 0.4], [0.2, -0.7, 0.4], [2.1, 2.4, -1.3], [-0.5, -0.2, 0.2], [0.4, -0.8, 0.6], [-0.1, 0.2, 0.0], [-0.3, 0.2, -0.2], [-0.1, 0.1, 0.0], [0.4, -1.2, 0.9], [-0.1, 0.4, -0.2], [0.4, 0.3, -0.8], [0.0, 0.1, -0.2], [0.1, 0.2, -0.1], [-0.1, -0.1, 0.1], [-0.1, -0.7, -0.2], [0.2, 0.2, 0.5], [-0.2, -0.1, 0.2], [-0.3, -0.2, 0.1], [-0.1, 0.1, -0.1], [-0.1, -0.1, 0.2], [-0.1, -0.2, -0.1], [-0.5, -1.2, 0.9], [0.3, 0.1, -0.3], [-0.1, 0.3, 0.0], [0.1, 0.2, 0.0], [-1.0, -0.9, 0.8], [0.3, 0.0, -0.2], [0.1, 0.3, -0.3], [0.1, 0.2, -0.2], [-0.1, 0.2, 0.7], [-0.2, -0.5, -0.4], [1.2, 0.6, -1.6], [-0.5, 0.0, 0.4], [-0.5, -0.4, 0.4]]
}

No. 2
{
  "formula": "C4H4N2O",
  "method": "ωB97M-V/def2-TZVPD",
  "orbital_gap_ev": [8.18, 8.76],
  "homo_ev": [-8.46, -8.93],
  "mol_weight_g_mol": 96.09,
  "spin_multiplicity": 1,
  "total_energy_ev": -9234.884,
  "charge": 0,
  "de_lowest_kj_mol": 540.72,
  "symbols": ["N", "C", "C", "O", "C", "C", "N", "H", "H", "H", "H"],
  "positions_angstrom": [[2.694807, 0.599452, 1.144258], [1.869579, 0.346973, 0.313023], [1.004777, -0.289294, -0.658720], [0.091273, -1.157735, -0.163252], [-1.276278, -0.756096, -0.130509], [-1.426796, 0.579089, 0.500846], [-1.500310, 1.633279, 0.974447], [0.924938, 0.082154, -1.684068], [1.102250, 1.198971, 0.343569], [-1.720517, -0.731857, -1.130103], [-1.763723, -1.504932, 0.490505]],
  "forces_ev_per_a": [[0.4, -0.4, 0.0], [0.0, 0.0, 0.0], [0.4, -0.1, -0.2], [0.1, 0.2, 0.1], [0.0, 0.3, 0.2], [-0.1, 0.8, 0.3], [0.1, -1.2, -0.5], [-0.1, 0.1, 0.5], [-0.7, 0.3, -0.4], [0.0, 0.0, 0.1], [-0.2, 0.1, -0.1]]
}

No. 3
{
  "formula": "C5H10O2",
  "method": "ωB97M-V/def2-TZVPD",
  "orbital_gap_ev": 10.55,
  "homo_ev": -9.68,
  "mol_weight_g_mol": 102.13,
  "spin_multiplicity": 1,
  "smiles": "C=CCC.O=CO",
  "total_energy_ev": -9441.567,
  "charge": 0,
  "de_lowest_kj_mol": 142.43,
  "symbols": ["C", "C", "C", "O", "C", "C", "O", "H", "H", "H", "H", "H", "H", "H", "H", "H", "H"],
  "positions_angstrom": [[-1.870339, -0.706248, -0.353484], [-1.385571, 0.737685, -0.494466], [-0.234911, 1.053009, 0.418995], [1.276178, -1.952719, -0.076343], [0.840874, 1.769908, 0.096703], [2.216499, -1.059308, 0.268383], [2.602732, -0.879419, 1.392055], [-2.756556, -0.890377, -0.968617], [-1.089525, -1.410040, -0.656700], [-2.135822, -0.925849, 0.688286], [-1.098327, 0.943600, -1.533161], [-2.214973, 1.419363, -0.260975], [-0.312854, 0.657630, 1.433180], [0.977597, -2.365303, 0.752299], [1.631609, 1.959827, 0.816120], [0.966050, 2.193400, -0.897132], [2.587338, -0.545156, -0.625135]],
  "forces_ev_per_a": [[0.0, -0.1, 0.0], [0.0, 0.1, -0.1], [0.3, 0.2, -0.1], [0.0, 0.0, 0.2], [-0.3, -0.1, 0.1], [0.2, 0.0, 0.3], [-0.2, -0.1, -0.4], [0.1, 0.0, 0.1], [-0.1, 0.1, 0.0], [0.0, 0.0, -0.2], [0.0, 0.0, 0.2], [0.1, -0.1, 0.0], [0.0, 0.0, -0.1], [0.0, 0.0, -0.1], [-0.1, 0.0, -0.1], [0.0, -0.1, 0.1], [0.0, 0.0, 0.1]]
}

No. 4
{
  "formula": "C3H2NOS2",
  "method": "ωB97M-V/def2-TZVPD",
  "orbital_gap_ev": 5.14,
  "homo_ev": -1.99,
  "mol_weight_g_mol": 132.19,
  "spin_multiplicity": 1,
  "total_energy_ev": -28350.191,
  "charge": -1,
  "de_lowest_kj_mol": 352.68,
  "symbols": ["C", "C", "C", "N", "O", "S", "S", "H", "H"],
  "positions_angstrom": [[1.133537, -0.185286, -0.557898], [0.804047, 0.543953, 0.588792], [-2.220620, 0.565463, 0.724396], [0.920500, -1.485644, -0.867884], [-2.416643, 1.579353, 0.195358], [1.619387, 1.180151, 1.761514], [-2.436150, -0.844562, 1.332116], [1.454687, 0.449624, -1.351186], [1.141255, -1.803052, -1.825208]],
  "forces_ev_per_a": [[-0.8, -3.1, -0.8], [-1.3, -1.2, -2.1], [-1.0, 1.1, -1.1], [0.2, 1.3, 1.3], [0.8, -0.1, 0.4], [1.2, 0.9, 1.9], [0.4, -1.0, 0.6], [0.4, 1.0, -0.7], [0.1, 1.2, 0.5]]
}

No. 5
{
  "formula": "C2H2N2O2",
  "method": "ωB97M-V/def2-TZVPD",
  "orbital_gap_ev": 10.86,
  "homo_ev": -10.16,
  "mol_weight_g_mol": 86.05,
  "spin_multiplicity": 1,
  "smiles": "O=c1nco[nH]1",
  "total_energy_ev": -9179.852,
  "charge": 0,
  "de_lowest_kj_mol": 186.66,
  "symbols": ["C", "C", "H", "H", "N", "N", "O", "O"],
  "positions_angstrom": [[-1.038930, -0.181122, 0.043315], [1.048678, -0.684102, -0.058234], [2.031791, -1.204033, -0.019672], [-0.535061, 1.878731, -0.148216], [-0.064193, -1.251755, 0.124723], [-0.261268, 0.982027, 0.188556], [-2.211305, -0.181095, -0.072002], [1.030289, 0.641352, -0.058468]],
  "forces_ev_per_a": [[2.1, 0.3, 0.6], [0.7, -0.9, 1.1], [-0.8, 0.8, -0.4], [0.0, 0.4, -0.5], [-1.6, -0.2, -0.7], [-1.0, -1.0, 0.4], [-1.5, -0.5, 0.0], [2.1, 1.1, -0.5]]
}

No. 6
{
  "formula": "C25H59Br2FN3O13",
  "method": "ωB97M-V/def2-TZVPD",
  "orbital_gap_ev": 8.20,
  "homo_ev": -11.48,
  "mol_weight_g_mol": 788.56,
  "spin_multiplicity": 1,
  "total_energy_ev": -200753.634,
  "charge": 1,
  "symbols": ["C", "C", "C", "C", "C", "O", "C", "C", "C", "C", "N", "O", "C", "N", "C", "F", "N", "C", "Br", "C", "C", "Br", "H", "H", "H", "H", "H", "H", "H", "H", "H", "H", "H", "H", "H", "H", "H", "C", "O", "H", "H", "H", "H", "C", "O", "H", "H", "H", "H", "C", "O", "H", "H", "H", "H", "C", "O", "H", "H", "H", "H", "C", "O", "H", "H", "H", "H", "C", "O", "H", "H", "H", "H", "C", "O", "H", "H", "H", "H", "C", "O", "H", "H", "H", "H", "C", "O", "H", "H", "H", "H", "C", "O", "H", "H", "H", "H", "C", "O", "H", "H", "H", "H"],
  "positions_angstrom": [[-1.701539, -0.783476, -2.205605], [-0.774381, -0.493699, -1.506700], [0.318566, -0.095922, -0.644134], [1.244252, 0.859422, -1.299189], [1.244218, 2.197424, -1.154726], [0.427805, 2.883728, -0.376938], [1.103461, 3.614704, 0.693738], [2.097210, 2.819908, 1.506009], [1.512172, 1.647832, 2.311721], [2.177065, 1.502410, 3.695366], [2.270355, 2.711494, -1.974005], [2.615882, 4.031584, -2.156300], [1.567921, 4.768318, -2.446515], [0.697527, 5.496590, -2.540975], [2.876293, 1.682880, -2.545411], [3.888957, 1.767046, -3.351574], [2.315743, 0.550665, -2.190186], [2.755217, -0.738833, -2.593650], [4.228115, -1.363104, -1.566206], [2.203158, -1.435593, -3.584636], [1.081379, -0.915567, -4.411606], [2.820957, -3.152849, -3.995324], [-2.299351, -1.065967, -3.030964], [-0.125208, 0.410301, 0.209786], [0.887350, -0.958064, -0.302362], [1.614784, 4.480763, 0.271928], [0.346631, 4.021814, 1.347734], [2.944572, 2.456401, 0.923911], [2.512814, 3.528570, 2.217630], [1.753368, 0.734519, 1.777279], [0.440354, 1.735882, 2.447450], [3.137292, 2.005658, 3.736364], [1.521149, 1.798475, 4.502063], [2.378920, 0.450188, 3.859359], [0.198648, -1.481305, -4.140609], [1.280263, -1.141499, -5.451990], [0.950804, 0.144468, -4.251353], [-2.991244, 0.397799, 1.324083], [-1.858794, 1.279446, 1.385812], [-2.751810, -0.494351, 1.897124], [-3.870018, 0.880313, 1.751648], [-3.195644, 0.117451, 0.288917], [-2.082134, 2.064931, 0.877858], [3.035709, -0.933675, 6.654669], [1.771903, -0.312068, 6.416970], [3.696088, -0.686204, 5.830415], [3.472580, -0.567484, 7.587301], [2.921599, -2.018837, 6.706366], [1.197895, -0.544264, 7.152525], [5.945409, 2.730239, -0.856075], [5.515372, 3.551017, 0.224893], [6.538932, 1.916790, -0.449858], [5.082089, 2.310948, -1.381240], [6.555457, 3.308545, -1.553676], [4.997774, 4.275542, -0.136174], [-1.082734, -4.817925, -1.287666], [-0.462653, -3.901620, -0.381509], [-1.097902, -5.798137, -0.821520], [-2.103577, -4.512638, -1.503698], [-0.510091, -4.872616, -2.219781], [-0.460281, -3.041729, -0.807944], [4.828246, 6.858699, -4.139872], [4.064355, 7.825683, -3.426194], [5.747758, 7.332920, -4.468724], [5.076592, 6.011520, -3.490279], [4.275169, 6.504785, -5.014658], [3.250411, 7.403880, -3.140765], [-4.775457, -6.734475, -2.617216], [-3.427840, -6.363722, -2.313451], [-5.414339, -5.873098, -2.444737], [-4.850591, -7.037528, -3.664426], [-5.100214, -7.556094, -1.976343], [-2.877817, -7.136853, -2.469741], [-7.325756, 0.987943, 1.105738], [-6.219588, 1.883931, 1.158129], [-7.067666, 0.103295, 1.682734], [-8.217038, 1.447448, 1.539231], [-7.537940, 0.691932, 0.075216], [-6.460434, 2.664113, 0.646596], [-3.840509, -6.193874, -6.636476], [-2.524119, -6.035088, -6.108929], [-3.764686, -6.341305, -7.709842], [-4.325984, -7.065686, -6.190641], [-4.436138, -5.298148, -6.442059], [-2.607247, -5.904233, -5.159534], [-8.500756, 5.531308, 0.614122], [-7.447337, 4.850694, -0.071213], [-9.379141, 4.892983, 0.590356], [-8.226283, 5.722597, 1.653737], [-8.733043, 6.476686, 0.120089], [-6.674196, 5.420483, -0.049158], [4.510503, -3.231598, 3.544396], [5.019803, -2.257510, 4.450043], [3.424981, -3.174426, 3.571900], [4.851615, -3.031737, 2.524273], [4.820247, -4.237067, 3.838551], [5.979034, -2.309032, 4.426845], [0.357140, -3.939767, 6.126956], [-0.058041, -2.978876, 7.092715], [0.976399, -4.674173, 6.634957], [-0.505271, -4.445692, 5.686099], [0.943571, -3.464250, 5.335256], [-0.605037, -2.333304, 6.637501]],
  "forces_ev_per_a": [[0.6, -0.1, -0.4], [-0.2, -0.2, -0.2], [0.3, -0.2, 0.1], [0.7, 0.2, -0.5], [-0.8, -0.3, 0.8], [0.3, 0.5, -0.3], [0.8, 0.5, 0.3], [-0.5, -0.4, 0.3], [0.7, 0.2, 0.3], [-0.1, -0.6, -0.5], [-0.6, -0.2, 0.4], [0.6, -0.4, -0.1], [0.6, -0.4, 0.4], [-0.9, 0.7, -0.4], [1.2, -0.1, -1.1], [-0.5, 0.2, 0.2], [-1.2, 0.3, 0.3], [1.0, -0.9, 0.4], [-0.3, 0.3, 0.0], [0.0, 0.3, 0.1], [0.3, -0.6, 0.0], [-0.1, 0.1, 0.0], [-0.6, -0.1, 0.0], [0.1, 0.1, 0.4], [0.0, -0.2, 0.2], [-0.1, 0.1, -0.3], [-0.6, -0.2, -0.1], [0.1, 0.2, -0.2], [0.1, 0.3, 0.0], [-0.4, -0.2, -0.3], [-0.2, -0.1, -0.3], [0.1, 0.2, 0.1], [0.1, 0.3, 0.2], [0.1, -0.2, 0.3], [-0.4, 0.1, 0.1], [0.1, 0.2, -0.3], [-0.3, 0.2, -0.1], [0.0, 0.2, 0.0], [0.1, -0.1, -0.1], [0.1, 0.0, 0.0], [-0.1, -0.1, 0.0], [-0.1, -0.1, 0.0], [0.0, 0.0, 0.0], [-0.3, 0.1, 0.2], [0.1, 0.1, -0.1], [0.0, 0.0, -0.1], [0.1, -0.1, 0.0], [0.1, 0.0, 0.0], [0.0, -0.1, 0.0], [-0.1, 0.5, 0.2], [-0.1, -0.3, 0.0], [0.0, 0.0, 0.1], [0.1, -0.1, -0.1], [0.0, -0.2, -0.1], [0.1, 0.1, 0.0], [0.2, 0.5, 0.0], [0.2, -0.2, 0.0], [0.0, 0.0, 0.1], [-0.1, -0.1, 0.0], [-0.1, -0.1, 0.0], [-0.1, 0.1, 0.0], [-0.4, 0.1, 0.2], [0.2, -0.1, 0.0], [0.0, 0.0, 0.0], [0.1, -0.1, -0.1], [0.1, -0.1, -0.1], [-0.1, 0.1, 0.0], [0.3, -0.2, -0.1], [-0.2, 0.0, -0.2], [0.1, 0.1, 0.0], [-0.2, 0.0, 0.0], [-0.1, 0.0, 0.0], [0.0, 0.0, 0.1], [0.1, 0.2, -0.1], [0.0, -0.1, -0.1], [0.0, 0.0, 0.0], [0.0, -0.1, 0.0], [-0.1, -0.1, 0.0], [-0.1, 0.1, 0.1], [0.2, 0.1, 0.4], [0.0, 0.0, -0.1], [0.1, 0.0, 0.0], [-0.1, 0.0, -0.1], [-0.1, -0.1, -0.1], [0.0, 0.0, 0.0], [0.2, 0.0, 0.0], [0.0, -0.2, 0.1], [0.0, 0.0, 0.0], [-0.1, 0.0, 0.0], [-0.1, 0.0, 0.0], [0.0, 0.0, 0.0], [0.2, 0.1, 0.1], [-0.1, -0.1, -0.2], [0.0, 0.0, 0.0], [-0.1, -0.1, 0.0], [-0.1, 0.0, -0.1], [0.0, 0.0, 0.1], [-0.1, 0.2, 0.0], [0.1, 0.0, 0.0], [0.0, 0.0, 0.0], [0.1, -0.1, 0.0], [0.0, -0.1, 0.0], [0.0, 0.0, 0.0]]
}